ORCA calculation (wB97M-V/def2-TZVPD) on a cluster of 2 separate species, C5H7BrClN2O in total.

```
17
C5H7BrClN2O | the Open Molecules 2025 dataset | wB97M-V/def2-TZVPD
C -0.089 1.677 -1.162
C -0.696 1.761 0.032
C 2.030 -3.171 -0.031
C 1.475 -1.988 -0.166
C -2.042 -0.182 -0.170
N -1.626 0.853 0.492
N -0.335 2.786 0.918
O 0.590 1.877 -2.068
Cl -1.476 -0.405 -1.743
Br 0.937 -0.953 1.333
H 2.198 -3.626 0.930
H 2.337 -3.729 -0.899
H 1.309 -1.483 -1.101
H -2.747 -0.885 0.246
H -1.914 1.021 1.458
H -0.545 3.729 0.615
H 0.595 2.718 1.314
```

- F_max (eV Å⁻¹) = 1.42
- relative energy (zero: lowest compared OMol25 entry of this formula, charge and spin) (kJ/mol) = 211.99
- net charge = +1
- spin multiplicity = 1
- LUMO energy (eV) = -5.0
- HOMO (eV) = -12.918
- orbital gap (eV) = 7.9115

Atom charges from the Löwdin analysis, given in e for atoms 1 to 5: number 1, C, carries -0.182; number 2, C, carries -0.415; number 3, C, carries -0.066; number 4, C, carries -0.638; number 5, C, carries -0.459

ORCA calculation (wB97M-V/def2-TZVPD) on a structure of composition C34H41As3MgN2OPS2.

```
85
C34H41As3MgN2OPS2 | the Open Molecules 2025 dataset | wB97M-V/def2-TZVPD
Mg -0.487 0.386 -0.894
O 0.974 0.772 1.767
C 1.213 0.521 0.581
C 2.683 0.189 0.283
C 3.594 0.111 1.338
C 4.912 -0.238 1.119
C 5.340 -0.529 -0.175
C 4.448 -0.455 -1.229
C 3.117 -0.087 -1.018
P 1.925 0.080 -2.416
C 2.421 -1.256 -3.565
C 3.422 -1.136 -4.528
C 3.712 -2.193 -5.376
C 2.996 -3.380 -5.279
C 1.985 -3.502 -4.339
C 1.696 -2.444 -3.487
C 2.546 1.569 -3.270
C 2.052 1.822 -4.551
C 2.385 2.985 -5.222
C 3.213 3.923 -4.615
C 3.698 3.688 -3.338
C 3.363 2.519 -2.665
H 3.223 0.329 2.332
H 5.609 -0.295 1.946
H 6.369 -0.815 -0.358
H 4.788 -0.687 -2.230
H 3.959 -0.200 -4.635
H 4.487 -2.086 -6.125
H 3.212 -4.200 -5.953
H 1.399 -4.409 -4.283
H 0.879 -2.524 -2.777
H 1.393 1.105 -5.026
H 1.977 3.163 -6.208
H 3.469 4.838 -5.135
H 4.336 4.418 -2.856
H 3.739 2.352 -1.663
C -1.043 3.268 2.167
As -1.954 1.992 1.002
C -3.166 3.263 0.143
C -3.322 1.285 2.242
C -2.977 0.124 3.198
C -1.666 0.424 3.922
C -2.916 -1.211 2.434
As -1.345 -1.621 1.302
C -0.115 -2.324 2.655
C -2.048 -3.349 0.705
C -4.163 0.050 4.187
As -4.258 -1.037 5.845
C -3.049 -2.570 5.611
C -3.072 0.014 7.010
H -1.749 3.743 2.850
H -0.591 4.030 1.531
H -0.253 2.762 2.717
H -3.719 3.837 0.888
H -3.854 2.718 -0.501
H -2.585 3.934 -0.487
H -4.166 0.997 1.608
H -3.648 2.150 2.829
H -0.845 0.552 3.212
H -1.393 -0.385 4.600
H -1.752 1.344 4.507
H -3.775 -1.274 1.759
H -3.004 -2.044 3.132
H -0.645 -2.907 3.409
H 0.433 -1.505 3.118
H 0.601 -2.970 2.145
H -2.397 -3.941 1.553
H -1.262 -3.889 0.179
H -2.865 -3.180 0.004
H -5.060 -0.227 3.625
H -4.362 1.054 4.581
H -3.486 -3.300 4.932
H -2.957 -3.036 6.594
H -2.057 -2.294 5.259
H -3.451 1.033 7.075
H -2.043 0.038 6.657
H -3.098 -0.423 8.008
S -1.276 2.000 -2.588
C -1.322 0.812 -3.863
C -1.173 1.327 -5.197
N -1.055 1.772 -6.253
C -1.481 -0.535 -3.695
S -1.668 -1.347 -2.155
C -1.485 -1.388 -4.850
N -1.505 -2.100 -5.756
```

- F_max (eV Å⁻¹) = 0.23
- relative energy (zero: lowest compared OMol25 entry of this formula, charge and spin) (kJ/mol) = 0.00
- net charge = -1
- spin multiplicity = 1
- LUMO energy (eV) = 2.4
- HOMO (eV) = -4.417
- orbital gap (eV) = 6.7901

Atom charges from the Löwdin analysis, given in e for atoms 1 to 5: number 1, Mg, carries -0.012; number 2, O, carries -0.162; number 3, C, carries -0.353; number 4, C, carries -0.220; number 5, C, carries -0.043